[1]
89
Properties=species:S:1:pos:R:3 method="wB97M-V/def2-TZVPD" e_homo_ev="-2.86 / -4.49" spin_multiplicity=3 energy_ha=-3628.21577 orbital_gap_ev="5.028 / 6.656" charge=-1
Pt -0.057 -0.596 0.076
O -5.146 0.505 2.291
C -5.080 1.233 1.162
C -6.219 1.943 0.780
C -6.219 2.695 -0.379
C -5.088 2.750 -1.185
C -3.956 2.053 -0.806
C -3.925 1.302 0.367
C -2.659 0.595 0.710
O -1.652 0.833 -0.013
N -2.709 -0.215 1.759
N -1.499 -0.812 2.048
C -1.487 -1.529 3.093
S 0.000 -2.327 3.623
C -0.688 -2.937 5.187
C -2.160 -3.227 4.964
S -2.892 -1.789 4.142
H -4.267 0.045 2.377
H -7.094 1.878 1.413
H -7.116 3.234 -0.662
H -5.095 3.320 -2.104
H -3.065 2.047 -1.421
H -0.555 -2.189 5.970
H -0.142 -3.841 5.456
H -2.687 -3.389 5.904
H -2.281 -4.107 4.331
S -0.999 -1.481 -1.814
C -0.481 -0.334 -3.051
N 0.728 -0.649 -3.660
C 1.397 0.314 -4.410
C 0.672 1.409 -4.795
C -0.645 1.540 -4.355
N -1.177 0.694 -3.403
H 1.218 -1.441 -3.279
H 2.430 0.127 -4.655
H 1.130 2.169 -5.413
H -1.271 2.366 -4.662
O 0.457 1.354 2.153
S 0.713 2.568 1.326
C 1.891 2.123 0.016
C 3.276 1.743 0.427
C 3.499 0.833 1.459
C 4.793 0.483 1.812
C 5.878 1.017 1.132
C 5.663 1.914 0.096
C 4.371 2.277 -0.249
C 1.779 3.635 2.363
C 2.183 4.874 1.626
C 1.218 5.781 1.192
C 1.584 6.911 0.479
C 2.921 7.152 0.195
C 3.888 6.256 0.627
C 3.520 5.123 1.336
H 1.888 2.957 -0.689
H 1.370 1.268 -0.467
H 2.652 0.413 1.981
H 4.952 -0.223 2.616
H 6.886 0.731 1.405
H 6.503 2.333 -0.445
H 4.204 2.986 -1.050
H 2.635 3.050 2.702
H 1.146 3.857 3.224
H 0.174 5.592 1.407
H 0.824 7.603 0.144
H 3.207 8.034 -0.363
H 4.932 6.436 0.409
H 4.275 4.418 1.660
C 3.129 -2.021 -1.439
C 2.328 -2.695 -0.314
C 3.348 -3.287 0.679
C 1.503 -1.645 0.404
C 1.422 -3.816 -0.816
C 1.288 -4.150 -2.158
C 0.429 -5.161 -2.567
C -0.324 -5.855 -1.639
C -0.211 -5.526 -0.295
C 0.651 -4.524 0.107
H 3.915 -1.407 -0.994
H 2.491 -1.346 -2.010
H 3.604 -2.741 -2.109
H 3.963 -2.482 1.088
H 4.004 -4.010 0.188
H 2.850 -3.787 1.508
H 1.693 -1.665 1.488
H 1.850 -3.615 -2.911
H 0.334 -5.385 -3.622
H -1.010 -6.630 -1.958
H -0.809 -6.046 0.444
H 0.695 -4.251 1.153

---

[2]
84
Properties=species:S:1:pos:R:3 method="wB97M-V/def2-TZVPD" e_homo_ev="-10.61 / -10.67" spin_multiplicity=2 energy_ha=-3807.44195 orbital_gap_ev="7.466 / 7.349" charge=+1
C 2.579 -4.860 -0.744
C 1.450 -4.046 -0.736
C 0.712 -3.938 0.478
C 1.044 -4.743 1.571
C 2.186 -5.537 1.549
C 2.961 -5.587 0.388
C 0.240 -4.579 2.862
C -1.178 -4.043 2.573
C -1.382 -3.314 1.399
C -2.677 -2.771 1.100
C -3.647 -2.831 2.095
C -3.401 -3.483 3.308
C -2.176 -4.111 3.539
H 3.170 -4.928 -1.661
H 2.451 -6.106 2.444
H 3.858 -6.204 0.363
H 0.098 -5.579 3.297
H -4.625 -2.375 1.911
H -4.177 -3.516 4.072
H -1.972 -4.653 4.466
N -0.268 -2.950 0.623
Yb -0.103 -0.966 0.853
C 0.979 -3.336 -1.986
H -0.008 -3.720 -2.301
H 1.700 -3.489 -2.802
C -2.966 -2.163 -0.266
H -2.417 -2.709 -1.051
H -4.045 -2.200 -0.478
P 0.744 -1.517 -1.806
P -2.496 -0.373 -0.432
C -3.938 0.433 0.339
H -3.683 1.489 0.511
H -4.805 0.371 -0.333
H -4.179 -0.030 1.306
C -2.835 -0.087 -2.201
H -3.916 0.048 -2.350
H -2.312 0.827 -2.512
H -2.475 -0.924 -2.813
C 2.491 -1.044 -1.519
H 3.033 -1.110 -2.472
H 2.531 -0.016 -1.135
H 2.960 -1.715 -0.787
C 0.567 -1.064 -3.566
H 0.309 0.000 -3.645
H 1.515 -1.251 -4.090
H -0.235 -1.659 -4.023
C 0.945 -3.581 3.597
O 1.047 -2.393 3.458
H 1.215 -4.470 4.168
O 0.672 0.965 0.347
Si 0.684 2.535 0.064
C 2.436 3.138 -0.146
C 2.760 4.181 -1.022
C 4.095 4.579 -1.178
C 5.107 3.934 -0.459
C 4.781 2.896 0.422
C 3.449 2.497 0.578
C -0.212 2.940 -1.530
C -1.442 3.605 -1.523
C -2.115 3.848 -2.725
C -1.561 3.433 -3.939
C -0.327 2.775 -3.949
C 0.350 2.539 -2.747
C -0.123 3.516 1.435
C -1.145 2.940 2.203
C -1.773 3.689 3.206
C -1.364 5.002 3.466
C -0.322 5.566 2.721
C 0.302 4.820 1.712
H 1.973 4.684 -1.590
H 4.336 5.391 -1.865
H 6.148 4.239 -0.584
H 5.563 2.389 0.989
H 3.197 1.682 1.263
H -1.871 3.945 -0.577
H -3.074 4.370 -2.708
H -2.085 3.625 -4.878
H 0.120 2.457 -4.893
H 1.331 2.053 -2.762
H -1.455 1.904 2.020
H -2.584 3.241 3.783
H -1.854 5.582 4.250
H 0.009 6.586 2.920
H 1.122 5.259 1.138

---

[3]
87
Properties=species:S:1:pos:R:3 method="wB97M-V/def2-TZVPD" e_homo_ev="-6.58 / -7.50" spin_multiplicity=5 energy_ha=-7904.28966 orbital_gap_ev="6.587 / 7.454" charge=0
Fe -0.615 0.146 0.582
O 0.292 1.868 1.484
C -0.288 2.680 2.213
C -1.498 2.475 2.949
C -1.978 3.558 3.698
C -3.101 3.423 4.465
C -3.786 2.193 4.531
C -3.336 1.123 3.821
C -2.174 1.203 2.985
O -1.785 0.186 2.337
N -3.586 4.557 5.233
O -2.968 5.605 5.164
O -4.586 4.397 5.912
H 0.175 3.673 2.334
H -1.462 4.509 3.672
H -4.667 2.124 5.153
H -3.850 0.172 3.859
C -2.107 -3.158 -1.288
As -1.362 -2.393 0.341
C -2.770 -2.884 1.593
C 0.030 -3.678 0.810
C -0.025 -5.011 0.416
C 1.015 -5.880 0.709
C 2.122 -5.420 1.406
C 2.184 -4.093 1.808
C 1.147 -3.212 1.517
As 1.225 -1.326 2.028
C 3.139 -1.077 2.316
C 0.622 -1.445 3.878
H -2.531 -4.147 -1.113
H -1.338 -3.215 -2.056
H -2.886 -2.483 -1.638
H -2.926 -3.962 1.600
H -3.685 -2.377 1.285
H -2.503 -2.531 2.586
H -0.883 -5.377 -0.135
H 0.962 -6.914 0.392
H 2.939 -6.091 1.634
H 3.058 -3.750 2.348
H 3.522 -1.716 3.111
H 3.299 -0.034 2.591
H 3.674 -1.278 1.389
H 1.150 -2.232 4.414
H -0.450 -1.635 3.882
H 0.798 -0.483 4.359
C 1.668 -2.168 -1.882
C 2.435 -1.121 -2.636
C 3.550 -1.488 -3.383
C 4.262 -0.558 -4.123
C 3.859 0.768 -4.130
C 2.752 1.150 -3.388
C 2.036 0.224 -2.631
P 0.584 0.739 -1.640
C 0.737 2.557 -1.596
C -0.257 3.361 -2.146
C -0.206 4.742 -2.020
C 0.852 5.328 -1.345
C 1.851 4.531 -0.804
C 1.814 3.146 -0.914
C 2.942 2.330 -0.343
C -0.833 0.366 -2.698
C -0.705 -0.056 -4.021
C -1.809 -0.487 -4.736
C -3.057 -0.480 -4.117
C -3.196 -0.038 -2.815
C -2.095 0.404 -2.062
C -2.217 0.813 -0.668
H 2.227 -3.101 -1.818
H 0.714 -2.372 -2.374
H 1.439 -1.832 -0.869
H 3.861 -2.526 -3.382
H 5.126 -0.869 -4.696
H 4.400 1.503 -4.711
H 2.438 2.186 -3.398
H -1.085 2.899 -2.669
H -0.992 5.352 -2.446
H 0.903 6.404 -1.240
H 2.681 4.993 -0.282
H 3.412 2.859 0.487
H 3.706 2.136 -1.100
H 2.592 1.366 0.029
H 0.275 -0.068 -4.485
H -1.702 -0.826 -5.758
H -3.931 -0.813 -4.664
H -4.178 -0.017 -2.355
H -3.228 0.742 -0.271
H -1.834 1.828 -0.473